[1]
The following is a DFT calculation (ωB97M-V/def2-TZVPD) of C2H4N2 in the gas phase in a non-equilibrium geometry.

The geometry in XYZ format:
```
8
Properties=species:S:1:pos:R:3:forces:R:3
C -1.09272 0.15924 1.06270 -0.386 0.440 0.504
N 0.03290 0.55033 0.63258 -0.073 -0.764 0.108
N 0.30946 0.31776 -0.66838 0.762 -0.643 -1.255
C 0.85998 -0.78158 -1.04882 -0.695 0.993 2.012
H -1.34686 0.38069 2.10660 0.160 -0.107 -0.433
H -1.86018 -0.29006 0.42626 0.242 -0.101 0.029
H 1.05619 -1.57093 -0.28440 0.038 0.371 -0.798
H 1.15069 -0.86231 -2.08110 -0.048 -0.189 -0.167
```
Forces are in eV/Å.

Computed properties:
Frontier orbital gap = 10.92 eV
Structure (SMILES) = C=NN=C
Max |F| = 2.3 eV/Å


[2]
The following is a DFT calculation (ωB97M-V/def2-TZVPD) of 2 unconnected molecules or ions with the total composition C2H4N2 in a non-equilibrium geometry.

The geometry in XYZ format:
```
8
Properties=species:S:1:pos:R:3:forces:R:3
C 0.21405 1.01888 -0.72074 -1.154 -0.055 1.339
C -0.71942 1.19654 0.16797 3.180 -0.744 -1.336
N 0.49779 0.48802 0.56504 -0.812 -1.164 -0.913
N -0.07168 -1.56428 0.31928 0.463 0.997 0.821
H 0.59503 0.98504 -1.70829 0.340 0.144 -0.491
H -1.55429 1.61980 0.58229 -1.827 0.581 0.856
H 0.46162 -1.79659 1.16126 -0.367 -0.040 0.295
H 0.57690 -1.94743 -0.36683 0.177 0.280 -0.570
```
Forces are in eV/Å.

Computed properties:
Frontier orbital gap (spin up / spin down) = 8.54 / 9.80 eV
Max |F| = 3.5 eV/Å


[3]
The following is a DFT calculation (ωB97M-V/def2-TZVPD) of C2H4N2O in the gas phase in a non-equilibrium geometry.

The geometry in XYZ format:
```
9
Properties=species:S:1:pos:R:3:forces:R:3
C 0.09036 1.27053 0.34125 0.431 -2.076 -4.096
O -0.31916 -0.00602 0.83327 -2.018 -0.425 0.412
C -0.10599 -1.04637 -0.02137 6.362 0.188 -1.978
N -0.72343 -2.32645 -0.22644 -0.612 0.808 0.386
N -0.81810 -1.55008 -1.18974 -0.481 0.256 0.875
H -0.68295 1.77703 -0.33564 1.065 -1.070 0.595
H 1.07862 1.01132 -0.20786 -1.478 1.105 0.460
H 0.28113 1.93753 1.08913 0.467 1.257 2.462
H 1.19952 -1.06748 -0.28263 -3.736 -0.041 0.883
```
Forces are in eV/Å.

Computed properties:
Frontier orbital gap = 10.43 eV
Structure (SMILES) = COC1N=N1
Max |F| = 6.7 eV/Å


[4]
The following is a DFT calculation (ωB97M-V/def2-TZVPD) of C2H4N2O in the gas phase in a non-equilibrium geometry.

The geometry in XYZ format:
```
9
Properties=species:S:1:pos:R:3:forces:R:3
H -0.78056 1.93509 0.20292 1.376 -1.015 -0.694
N 0.17987 1.52574 0.01625 -0.627 -0.186 0.391
C 0.17844 0.23696 -0.02422 -4.279 2.614 -0.068
N 1.27759 -0.46642 0.03307 5.584 -2.482 -1.957
C -1.17597 -0.48641 0.05232 1.819 -1.189 1.551
O -2.20115 0.08407 -0.11354 -0.778 -0.125 -0.298
H 2.06237 0.17172 -0.26884 -0.843 -0.980 0.922
H 1.50934 -1.44423 -0.38705 -1.591 2.399 1.010
H -1.04993 -1.55653 0.48909 -0.660 0.963 -0.858
```
Forces are in eV/Å.

Computed properties:
Frontier orbital gap = 9.83 eV
Structure (SMILES) = [H]/N=C(/N)C=O
Max |F| = 6.4 eV/Å


[5]
The following is a DFT calculation (ωB97M-V/def2-TZVPD) of C2H4N2O in the gas phase in a non-equilibrium geometry.

The geometry in XYZ format:
```
9
Properties=species:S:1:pos:R:3:forces:R:3
C -0.90215 -1.37829 -0.65975 2.050 1.070 -0.136
C 0.10671 -0.44160 -0.65226 -3.578 -1.436 1.795
N -1.34771 0.50972 0.82338 -0.731 -0.405 -3.151
N -0.11210 0.42626 0.39339 2.184 1.168 -0.604
O 1.26874 -0.38485 -1.27234 -0.698 -1.649 -2.079
H -1.08763 -1.96326 -1.50373 -0.731 -0.973 -1.310
H -1.27928 0.46717 1.76981 -0.153 0.486 3.968
H 0.71342 0.82819 0.85377 -0.648 -0.121 0.348
H 1.76648 0.18637 -0.76018 2.306 1.859 1.168
```
Forces are in eV/Å.

Computed properties:
Frontier orbital gap (spin up / spin down) = 8.62 / 7.74 eV
Max |F| = 4.3 eV/Å


[6]
The following is a DFT calculation (ωB97M-V/def2-TZVPD) of C2H4N2O in the gas phase in a non-equilibrium geometry.

The geometry in XYZ format:
```
9
Properties=species:S:1:pos:R:3:forces:R:3
C -1.47003 -0.35408 -0.09762 -1.097 -1.742 0.590
N -0.96475 0.78359 0.03162 0.191 0.882 0.689
N 0.41001 0.89965 -0.09551 -0.346 -2.047 -0.276
C 1.34183 -0.14010 0.05240 -1.404 0.166 -0.191
O 2.52479 0.01744 -0.06091 0.132 -0.033 0.189
H -2.49541 -0.69298 0.18184 0.500 1.441 -0.469
H -0.87924 -1.20868 -0.31173 0.545 -0.780 -0.540
H 0.70948 1.81737 0.05024 0.651 1.421 0.024
H 0.82332 -1.12222 0.24967 0.828 0.691 -0.016
```
Forces are in eV/Å.

Computed properties:
Frontier orbital gap = 10.50 eV
Structure (SMILES) = C=NNC=O
Max |F| = 2.1 eV/Å


[7]
The following is a DFT calculation (ωB97M-V/def2-TZVPD) of C2H4N2O in the gas phase in a non-equilibrium geometry.

The geometry in XYZ format:
```
9
Properties=species:S:1:pos:R:3:forces:R:3
H 1.49212 -1.66679 0.63860 -0.083 1.386 -0.790
N 1.34851 -0.69783 0.22562 3.975 -1.725 1.254
C 0.20274 -0.49319 -0.11586 -3.501 1.270 0.578
O -0.82290 -1.37334 0.04733 -0.596 0.140 -0.390
C -0.27276 0.94885 -0.46652 0.701 -3.413 0.256
N -0.39320 1.73360 0.48400 0.347 0.653 0.695
H -0.60140 2.65761 0.15123 -0.505 0.671 -0.107
H -0.49128 -2.13933 0.53674 -0.062 0.029 -0.183
H -0.46183 1.03041 -1.50113 -0.276 0.989 -1.313
```
Forces are in eV/Å.

Computed properties:
Frontier orbital gap = 10.98 eV
Structure (SMILES) = [H]/N=C(O)/C=N/[H]
Max |F| = 4.5 eV/Å


[8]
The following is a DFT calculation (ωB97M-V/def2-TZVPD) of C2H4N2O in the gas phase in a non-equilibrium geometry.

The geometry in XYZ format:
```
9
Properties=species:S:1:pos:R:3:forces:R:3
H 0.77014 1.94146 0.10994 -1.281 -1.095 -0.915
N -0.17025 1.49649 -0.11192 1.316 0.628 1.250
C -0.14804 0.21910 -0.03075 -1.085 1.640 -0.604
N -1.36286 -0.41548 -0.01123 -1.888 1.946 0.598
C 1.14989 -0.50910 -0.11516 3.462 -0.109 1.142
O 2.20314 0.12426 0.06906 -2.491 -1.582 -0.637
H -2.22654 0.17173 0.28894 2.520 -1.391 -0.906
H -1.47398 -1.38369 0.06324 0.102 -1.366 0.100
H 1.25851 -1.64477 -0.26210 -0.655 1.328 -0.028
```
Forces are in eV/Å.

Computed properties:
Frontier orbital gap = 9.22 eV
Structure (SMILES) = [H]/N=C(/N)C=O
Max |F| = 3.6 eV/Å


[9]
The following is a DFT calculation (ωB97M-V/def2-TZVPD) of C2H4N2O in the gas phase in a non-equilibrium geometry.

The geometry in XYZ format:
```
9
Properties=species:S:1:pos:R:3:forces:R:3
C 0.02965 0.21575 0.22290 -0.277 -1.490 3.203
C 0.62641 1.47319 0.32766 1.229 0.106 -2.442
N 0.04175 -0.82169 -0.62237 -2.952 -3.848 -2.572
N 0.10415 -0.98389 -1.91567 1.141 2.326 0.280
O 0.34735 2.26416 1.31325 -1.908 -1.206 1.614
H -0.11202 -0.38937 1.16413 -0.387 1.496 0.159
H -0.55164 -1.69051 -0.27805 2.079 2.369 0.442
H -0.08974 -1.94510 -2.13050 -0.148 -0.530 0.190
H -0.39590 1.87746 1.91865 1.221 0.778 -0.874
```
Forces are in eV/Å.

Computed properties:
Frontier orbital gap (spin up / spin down) = 7.05 / 7.72 eV
Max |F| = 5.5 eV/Å


[10]
The following is a DFT calculation (ωB97M-V/def2-TZVPD) of C2H4N2O in the gas phase in a non-equilibrium geometry.

The geometry in XYZ format:
```
9
Properties=species:S:1:pos:R:3:forces:R:3
H 2.12734 0.94144 0.33651 0.082 0.601 0.462
N 1.35719 0.30007 0.35967 0.135 0.612 0.347
C 0.18988 0.80375 0.44881 0.552 0.019 -0.143
N -0.87598 -0.04390 0.19446 0.234 -0.143 -0.322
C -0.44413 -1.17735 -0.57952 -0.432 0.281 0.391
O -1.19751 -1.98162 -1.06654 0.634 0.494 0.285
H -0.03573 1.85464 0.64612 -0.085 -0.110 -0.025
H -1.82037 0.32996 0.17467 0.308 -0.364 -0.071
H 0.69931 -1.02699 -0.51419 -1.429 -1.390 -0.924
```
Forces are in eV/Å.

Computed properties:
Frontier orbital gap = 10.12 eV
Structure (SMILES) = [H]/N=C/NC=O
Max |F| = 2.2 eV/Å


What are the relative energy (zero: lowest compared OMol25 entry of this formula, charge and spin) values for these records? In order: 2.0981; 6.0737; 4.0877; 1.1575; 6.3098; 1.7315; 1.3689; 1.0562; 6.0302; 0.8060 eV.
What are the M values for these records? In order: 56.07; 56.07; 72.07; 72.07; 72.07; 72.07; 72.07; 72.07; 72.07; 72.07 g mol⁻¹.